Density functional theory data (ωB97M-V/def2-TZVPD) for a cluster of 2 separate species, C4H9N2O in total at a distorted geometry.

Geometry as ORCA input:
```
! wB97M-V def2-TZVPD RIJCOSX def2/J DEFGRID3
* xyz 1 1
C -1.663 -0.182 -1.193
C -0.657 0.590 -0.406
C -0.456 1.891 -0.053
N 0.908 1.994 0.164
C 1.473 0.802 0.287
N 0.519 -0.085 -0.072
H -1.221 -1.160 -1.391
H -1.862 0.495 -2.099
H -2.608 -0.319 -0.652
H -1.085 2.730 0.159
H 1.295 2.856 0.504
H 2.270 0.475 0.960
H 0.625 -0.901 -0.671
H 1.283 -2.465 1.715
H 0.571 -3.809 1.552
O 0.606 -2.912 1.196
*
```

## Properties
- Energy above the lowest of the compared OMol25 structures with the same formula, charge and spin: 134.2 kJ/mol
- Frontier orbital gap: 10.13 eV